Run P
Molecular formula: C6H12S
Method: DFT, the ωB97M-V functional and the def2-TZVPD basis

## Properties
**Charge**: 0
**Kohn-Sham gap**: 8.51 eV

Last column: Löwdin charge in e.
Atoms and positions in Å:
C  -0.758  -1.612  0.947  -0.12
C  -1.002  -1.082  -0.449  -0.49
C  -0.605  1.062  -0.367  -0.84
C  0.105  1.896  0.767  -0.12
C  0.106  -0.161  -0.983  -0.44
C  1.566  -0.345  -0.607  -0.09
H  -0.546  -0.897  1.858  0.12
H  -1.677  -2.102  1.379  0.09
H  -0.160  -2.417  0.806  0.03
H  -1.182  -1.723  -1.316  0.11
H  -0.664  1.768  -1.130  0.02
H  0.154  3.589  0.106  0.19
H  1.449  1.325  0.881  0.11
H  -0.663  1.674  1.928  0.14
H  -0.107  -0.307  -2.010  0.11
H  2.452  0.045  -1.334  0.11
H  1.681  0.286  0.537  0.07
H  2.033  -1.432  -0.542  0.10
S  -2.182  0.433  -0.469  0.91

Run Q
Molecular formula: C6H12S
Method: DFT, the ωB97M-V functional and the def2-TZVPD basis

## Properties
**SMILES string**: C=[S@@]1(C)=CCCC1
**Charge**: 0
**Kohn-Sham gap**: 7.48 eV

Last column: Löwdin charge in e.
Atoms and positions in Å:
C  -2.664  1.069  0.586  -0.12
S  -0.809  0.247  0.151  0.94
C  -1.199  -1.066  -1.065  -0.22
C  0.146  1.328  -0.834  -0.37
C  1.564  0.821  -0.704  -0.35
C  1.755  0.099  0.578  -0.34
C  0.732  -0.949  0.888  -0.18
H  -3.113  0.255  1.174  -0.06
H  -2.121  1.791  1.192  -0.08
H  -2.109  -0.674  -1.344  0.01
H  -0.516  -0.997  -1.872  0.06
H  -1.257  -1.996  -0.622  0.03
H  0.116  2.280  -0.216  0.06
H  1.972  0.247  -1.526  0.09
H  2.154  1.774  -0.853  0.13
H  2.798  -0.120  0.872  0.13
H  1.560  0.826  1.340  0.09
H  0.801  -1.844  0.261  0.07
H  0.319  -1.005  1.974  0.11

Run R
Molecular formula: C6H12S
Method: DFT, the ωB97M-V functional and the def2-TZVPD basis

## Properties
**SMILES string**: CS[C@]1(C)C[C@H]1C
**Charge**: 0
**Kohn-Sham gap**: 9.30 eV

Last column: Löwdin charge in e.
Atoms and positions in Å:
C  -0.595  -2.764  0.726  -0.39
S  0.395  -1.393  1.470  0.81
C  -0.084  0.100  0.429  -0.72
C  -1.131  0.968  1.082  -0.09
C  -0.131  -0.194  -1.016  -0.16
C  1.073  0.550  -0.475  -0.33
C  1.268  2.016  -0.926  -0.08
H  0.084  -3.136  -0.084  0.03
H  -1.561  -2.456  0.559  0.00
H  -0.553  -3.601  1.529  0.06
H  -1.783  1.392  0.307  0.07
H  -0.449  1.853  1.316  0.10
H  -1.631  0.579  1.994  0.08
H  -0.835  0.485  -1.527  0.11
H  0.050  -1.188  -1.511  0.12
H  2.061  -0.053  -0.528  0.15
H  2.038  2.383  -0.284  0.06
H  0.273  2.567  -1.015  0.09
H  1.510  1.893  -2.046  0.10

Winner for stability: run R

Run P
Molecular formula: C4H10
Method: DFT, the ωB97M-V functional and the def2-TZVPD basis

## Properties
**SMILES string**: C=CC.C
**Charge**: 0
**Kohn-Sham gap**: 10.50 eV

Last column: Löwdin charge in e.
Atoms and positions in Å:
C  -1.338  0.212  1.164  -0.04
C  -0.802  -0.609  0.265  -0.31
C  -0.859  -0.391  -1.221  -0.12
H  -1.267  0.013  2.230  0.06
H  -1.799  1.149  0.857  0.07
H  -0.241  -1.482  0.603  0.10
H  -1.754  -0.893  -1.596  0.07
H  0.003  -0.808  -1.755  0.07
H  -0.933  0.672  -1.477  0.08
C  1.802  0.426  0.182  -0.06
H  1.908  1.213  -0.571  0.03
H  2.532  0.531  0.984  0.02
H  1.935  -0.553  -0.302  0.03
H  0.812  0.521  0.638  -0.02

Run Q
Molecular formula: C4H10
Method: DFT, the ωB97M-V functional and the def2-TZVPD basis

## Properties
**SMILES string**: C=CC.C
**Charge**: 0
**Kohn-Sham gap**: 10.16 eV

Last column: Löwdin charge in e.
Atoms and positions in Å:
C  -1.120  1.209  -2.075  -0.03
C  -0.580  1.460  -0.883  -0.25
C  -1.041  2.432  0.154  -0.12
H  -0.936  0.361  -2.718  0.04
H  -1.522  2.082  -2.587  0.06
H  0.362  0.981  -0.625  0.09
H  -0.966  1.987  1.139  0.07
H  -0.496  3.379  0.217  0.07
H  -2.072  2.723  -0.054  0.07
C  2.240  -4.181  2.179  -0.05
H  2.943  -3.756  1.451  0.01
H  1.409  -4.499  1.550  0.01
H  1.943  -3.402  2.873  0.01
H  2.779  -4.993  2.653  0.01

Run R
Molecular formula: C4H10
Method: DFT, the ωB97M-V functional and the def2-TZVPD basis

## Properties
**SMILES string**: C=C.CC
**Charge**: 0
**Kohn-Sham gap**: 11.35 eV

Last column: Löwdin charge in e.
Atoms and positions in Å:
C  2.189  1.135  0.103  -0.08
C  2.702  0.079  -0.502  -0.08
H  1.641  0.996  1.022  0.04
H  2.274  2.131  -0.290  0.04
H  3.389  0.088  -1.346  0.04
H  2.494  -0.958  -0.266  0.04
C  -1.863  -1.135  0.467  -0.17
C  -1.853  0.267  -0.153  -0.17
H  -1.197  -1.759  -0.120  0.06
H  -1.477  -1.113  1.488  0.06
H  -2.873  -1.525  0.544  0.06
H  -0.821  0.622  -0.243  0.04
H  -2.383  0.983  0.471  0.06
H  -2.223  0.189  -1.175  0.06

Winner for stability: run R